*w*
Density functional theory data (wB97M-V/def2-TZVPD) for an isolated molecule of C5H6OS2.

The structure (SMILES) is OCC1=CSC=CS1. For the gap between HOMO and LUMO, the calculation gives 8.0 eV. The value obtained for the lowest unoccupied orbital energy is 0.625 eV.

Each line ends with the Löwdin charge.
Positions of all 14 atoms, in Å:
C -1.95109 -0.61694 -0.38408  -0.30
C -0.47250 -0.33382 -0.29368  -0.59
C 0.44652 -1.28629 -0.18729  -0.43
C 2.43742 0.59977 0.34986  -0.51
C 1.55516 1.55195 0.18931  -0.48
H -2.55885 0.70834 0.86062  0.06
H -2.37137 -0.03103 -1.23645  0.13
H -2.11627 -1.66884 -0.46605  0.11
H 0.25751 -2.34100 -0.12353  0.07
H 3.46036 0.74311 0.60248  0.06
H 1.81665 2.59725 0.22139  0.06
O -2.55263 -0.23703 0.82153  -0.05
S 2.17736 -1.08037 -0.00518  0.91
S -0.12828 1.39489 -0.34894  0.96

---

*x*
Density functional theory data (wB97M-V/def2-TZVPD) for an isolated molecule of C5H6OS2.

For the gap between HOMO and LUMO, the calculation gives 9.6 eV. The value obtained for the lowest unoccupied orbital energy is 0.617 eV.

Each line ends with the Löwdin charge.
Positions of all 14 atoms, in Å:
C -1.06005 1.49277 -0.04835  -0.55
C -0.97781 0.34291 -0.99376  -0.40
C 0.06612 0.82175 0.82767  -0.37
C 0.13639 -0.28473 -0.19111  -0.61
C 0.50465 -1.72247 0.00781  -0.04
O 2.77034 0.16670 0.26067  -0.55
S -2.42006 0.36526 0.21293  0.87
S 1.60946 0.90872 -0.21529  1.00
H -1.05382 2.60216 -0.05803  0.13
H -1.31435 0.43399 -1.97210  0.08
H 0.02364 0.82316 1.95517  0.15
H 1.61114 -1.54789 0.34507  0.10
H 0.24821 -2.36837 -0.91412  0.12
H -0.14387 -2.03396 0.78342  0.06

---

*y*
Density functional theory data (wB97M-V/def2-TZVPD) for an isolated molecule of C5H6OS2.

For the gap between HOMO and LUMO, the calculation gives 9.6 eV. The value obtained for the lowest unoccupied orbital energy is 0.617 eV.

Each line ends with the Löwdin charge.
Positions of all 14 atoms, in Å:
C -0.39438 -0.82712 0.14393  -0.68
C 0.65439 -0.19075 1.14920  -0.31
C 0.45324 -0.22914 -0.94851  -0.56
C 0.50637 1.28500 -0.69373  -0.37
C 0.60743 1.39085 0.72419  -0.16
H -2.81319 -1.67276 0.22132  -0.18
H -0.22543 -1.82051 -0.04027  0.03
H 0.92881 -0.32159 2.28900  0.14
H 0.20132 -0.45475 -1.95418  0.11
H 0.97034 2.05550 -1.32198  0.16
H 1.21550 2.24805 0.89201  0.14
O -0.56007 1.87874 -0.06110  -0.04
S -2.23566 -0.49806 -0.00049  0.76
S 1.81321 -0.97924 -0.11498  0.95

---

Best to worst by energy: *w*, *x*, *y*.